No. 1
Entry from the Open Molecules 2025 dataset: a single C6H14N2O molecule (ωB97M-V/def2-TZVPD).

Results
gap between HOMO and LUMO (spin up / spin down)	6.523 / 6.524	eV
ΔE to the lowest compared entry with this formula, charge and spin	3.710	eV
E	-11474.060	eV

Geometry as ORCA input:
```
! wB97M-V def2-TZVPD RIJCOSX def2/J DEFGRID3
* xyz 0 1
C 0.73 1.89 0.13
C 1.03 -1.48 -0.28
C -1.41 0.44 -0.04
C -0.79 -0.18 -1.26
C -0.41 1.19 0.87
C -2.22 -0.56 0.80
N 0.27 -1.01 -1.24
N 2.20 -2.21 -0.55
O 2.01 1.36 0.43
H 2.17 1.48 1.37
H 0.54 -1.32 -2.17
H 0.72 2.97 0.35
H 0.85 -1.24 0.75
H -2.12 1.19 -0.43
H 3.01 -1.81 -0.09
H 2.38 -2.29 -1.54
H -1.36 -0.16 -2.17
H 0.61 1.76 -0.95
H -0.97 1.91 1.46
H 0.02 0.48 1.58
H -3.01 -1.00 0.20
H -2.67 -0.06 1.66
H -1.57 -1.36 1.16
*
```

***

No. 2
Entry from the Open Molecules 2025 dataset: a single C2H2N2O2 molecule at a distorted geometry (ωB97M-V/def2-TZVPD).

Results
gap between HOMO and LUMO	10.652	eV
ΔE to the lowest compared entry with this formula, charge and spin	3.199	eV
E	-9178.587	eV
SMILES	Oc1ncno1

Geometry as ORCA input:
```
! wB97M-V def2-TZVPD RIJCOSX def2/J DEFGRID3
* xyz 0 1
C -0.68 -0.17 0.25
C 1.34 -0.46 -0.12
H -2.41 0.86 0.06
H 2.25 -0.90 -0.14
N 0.24 -1.04 0.11
N 1.31 0.80 -0.07
O -2.02 -0.10 -0.18
O -0.03 1.02 0.10
*
```

***

No. 3
Entry from the Open Molecules 2025 dataset: a 2-piece molecular cluster, C9H14N2O2 overall at a distorted geometry (ωB97M-V/def2-TZVPD).

Results
gap between HOMO and LUMO	9.867	eV
ΔE to the lowest compared entry with this formula, charge and spin	3.180	eV
E	-16632.898	eV
SMILES	O=c1cc[nH]c(=O)[nH]1.C1CCCC1

Geometry as ORCA input:
```
! wB97M-V def2-TZVPD RIJCOSX def2/J DEFGRID3
* xyz 0 1
C -0.26 4.12 0.35
C -1.07 3.14 -0.42
C -0.57 1.86 -0.52
C 1.44 2.32 0.79
C 0.15 -0.88 0.02
C -1.27 -1.72 0.23
C -1.06 -3.16 -0.27
C 0.40 -3.13 -0.78
C 1.08 -2.06 -0.03
H 1.51 4.13 1.50
H -2.20 3.50 -0.51
H -0.99 0.92 -1.00
H 1.22 0.75 -0.36
H 0.11 -0.18 -0.82
H 0.41 -0.24 0.91
H -1.90 -1.34 -0.65
H -1.67 -1.80 1.26
H -1.81 -3.26 -1.00
H -1.34 -3.84 0.63
H 0.49 -3.07 -1.97
H 0.75 -4.19 -0.63
H 1.93 -1.74 -0.49
H 1.21 -2.47 1.04
N 0.84 3.56 1.03
N 0.66 1.62 -0.02
O -0.48 5.29 0.40
O 2.43 1.89 1.30
*
```

***

No. 4
Entry from the Open Molecules 2025 dataset: C8H20O16P2V as an isolated structure at a distorted geometry (ωB97M-V/def2-TZVPD).

Results
gap between HOMO and LUMO	6.133	eV
E	-85651.414	eV

Geometry as ORCA input:
```
! wB97M-V def2-TZVPD RIJCOSX def2/J DEFGRID3
* xyz -1 1
O 1.16 3.02 -1.33
V 0.46 1.98 -0.29
O 1.31 0.67 -0.52
O -3.22 2.17 1.34
C -1.99 2.24 0.97
O -1.62 2.91 0.01
O -1.07 1.56 1.42
H -3.57 2.66 0.60
O 2.46 3.95 3.29
C 1.59 3.13 2.73
O 1.55 2.85 1.51
O 0.86 2.48 3.54
H 2.98 4.22 2.53
C 1.73 -2.98 0.38
O 2.03 -2.91 1.75
P 2.07 -1.54 2.51
O 0.86 -0.69 2.55
O 2.59 -1.96 4.02
C 1.64 -2.84 4.70
O 3.46 -0.84 1.95
C 4.69 -1.52 1.93
H 2.27 -3.68 -0.25
H 1.91 -2.01 -0.09
H 0.70 -3.24 0.17
H 1.39 -2.70 5.76
H 1.94 -3.89 4.60
H 0.63 -2.62 4.36
H 4.66 -2.54 2.31
H 5.45 -1.11 2.60
H 4.90 -1.57 0.86
C -1.42 1.32 -5.48
O -1.61 0.28 -4.43
P -1.91 0.46 -2.85
O -0.84 1.02 -1.98
O -3.32 1.21 -2.70
C -4.40 1.01 -3.59
O -2.30 -1.11 -2.52
C -2.37 -1.56 -1.18
H -0.39 1.67 -5.54
H -2.12 2.14 -5.31
H -1.75 1.02 -6.48
H -5.01 1.86 -3.89
H -5.11 0.31 -3.14
H -4.22 0.42 -4.49
H -1.74 -2.45 -1.13
H -3.32 -1.88 -0.77
H -2.01 -0.90 -0.40
*
```

***

No. 5
Entry from the Open Molecules 2025 dataset: C2H6I2N2 as an isolated structure at a distorted geometry (ωB97M-V/def2-TZVPD).

Results
gap between HOMO and LUMO (spin up / spin down)	6.159 / 6.157	eV
ΔE to the lowest compared entry with this formula, charge and spin	0.516	eV
E	-21349.256	eV

Geometry as ORCA input:
```
! wB97M-V def2-TZVPD RIJCOSX def2/J DEFGRID3
* xyz 0 1
C 0.89 -0.88 0.67
C 0.21 1.10 -0.73
N -0.01 -0.30 -0.34
N -1.11 -0.69 -0.71
I -1.93 -2.51 -0.39
I -2.32 1.78 1.03
H 0.45 -1.42 1.56
H 1.78 -1.34 0.22
H 1.39 -0.01 1.16
H 1.28 1.20 -0.61
H -0.16 1.34 -1.76
H -0.48 1.73 -0.09
*
```

***

No. 6
Entry from the Open Molecules 2025 dataset: a 2-piece molecular cluster, C2H4F4O overall at a distorted geometry (ωB97M-V/def2-TZVPD).

Results
gap between HOMO and LUMO	12.361	eV
ΔE to the lowest compared entry with this formula, charge and spin	0.000	eV
E	-15056.359	eV
SMILES	FCC(F)(F)F.O

Geometry as ORCA input:
```
! wB97M-V def2-TZVPD RIJCOSX def2/J DEFGRID3
* xyz 0 1
F 0.00 0.00 0.00
F 2.64 -0.82 -0.93
F 3.37 0.26 0.84
F 1.92 -1.34 1.11
C 1.21 0.66 0.18
C 2.33 -0.34 0.28
H 1.40 1.30 -0.70
H 1.16 1.31 1.07
O 7.58 1.55 1.00
H 7.51 1.48 0.02
H 8.05 0.73 1.27
*
```